[1]
{"formula": "C25H32F6N3O", "method": "the ωB97M-V functional and the def2-TZVPD basis", "total_energy_ha": -1810.24797, "e_above_lowest_ev": 0.000, "homo_lumo_gap_ev": 6.272, "total_charge": 1, "elements": ["C", "N", "C", "C", "F", "F", "F", "C", "C", "C", "C", "C", "C", "C", "C", "C", "N", "C", "C", "C", "F", "F", "F", "C", "C", "C", "C", "H", "H", "H", "H", "H", "H", "H", "H", "H", "H", "H", "H", "H", "H", "H", "H", "H", "H", "H", "C", "O", "C", "C", "C", "C", "C", "N", "H", "H", "H", "H", "H", "H", "H", "H", "H", "H", "H", "H", "H"], "coordinates": [[4.659374, 1.501757, 4.946413], [4.718558, 0.318036, 4.120960], [6.033112, -0.062850, 3.630460], [6.252581, 0.563520, 2.284713], [7.466063, 0.301786, 1.731904], [5.286930, 0.132388, 1.399177], [6.110026, 1.931927, 2.370986], [3.594581, -0.304412, 3.668834], [3.567162, -1.707734, 3.456085], [2.421452, -2.301066, 2.966652], [1.265446, -1.532569, 2.629697], [0.065131, -2.218629, 2.266544], [-1.255778, -1.700410, 2.429915], [-2.366580, -2.577379, 2.228121], [-3.651030, -2.091376, 2.154990], [-3.894554, -0.699621, 2.236001], [-5.141442, -0.154223, 1.947651], [-5.602327, -0.067175, 0.581688], [-6.153603, 0.041948, 2.983374], [-5.937103, 1.316630, 3.750603], [-6.988494, 1.644744, 4.556901], [-4.821458, 1.208116, 4.549210], [-5.716291, 2.370417, 2.897034], [-2.837899, 0.147519, 2.634295], [-1.574551, -0.363906, 2.822761], [1.400462, -0.113127, 2.676639], [2.446958, 0.469845, 3.362176], [3.870393, 1.401306, 5.701002], [5.623971, 1.610287, 5.455006], [4.457216, 2.404392, 4.351984], [6.779211, 0.342629, 4.322497], [6.090639, -1.147767, 3.515481], [4.433144, -2.302796, 3.746557], [2.392619, -3.380649, 2.834488], [0.148691, -3.297650, 2.124919], [-2.170694, -3.644686, 2.150207], [-4.513781, -2.759458, 2.044305], [-5.049502, -0.777090, -0.046173], [-6.675208, -0.292095, 0.542409], [-5.433044, 0.947154, 0.186233], [-7.132826, 0.116667, 2.494943], [-6.100769, -0.777663, 3.713951], [-3.054179, 1.199581, 2.809016], [-0.830461, 0.280671, 3.269121], [0.677717, 0.534895, 2.179417], [2.430102, 1.532612, 3.614650], [-3.982020, -4.102234, -0.347550], [-2.598605, -3.771611, -0.375328], [-1.755272, -4.860191, -0.657116], [-0.372262, -4.325850, -0.968584], [0.663569, -5.428560, -1.138933], [2.007633, -4.723560, -0.886938], [1.641982, -3.367269, -0.233474], [0.198167, -3.439911, 0.046190], [-4.526423, -3.150574, -0.374309], [-4.279461, -4.726552, -1.209594], [-4.257912, -4.632491, 0.583422], [-1.703599, -5.556198, 0.201201], [-2.089542, -5.410774, -1.556740], [-0.462865, -3.750869, -1.906291], [0.479139, -6.199956, -0.376958], [0.581698, -5.909945, -2.121174], [2.669832, -5.308686, -0.242404], [2.535479, -4.540697, -1.831214], [2.207332, -3.176104, 0.685650], [1.883550, -2.545416, -0.938744], [-0.256884, -2.530944, 0.006593]], "forces_ev_per_a": [[-0.373, 0.697, -0.019], [0.423, -0.557, 0.278], [-0.367, -0.265, 0.484], [-0.150, 1.041, -1.724], [-1.192, 0.177, 0.719], [1.012, 0.373, 0.716], [0.278, -1.320, -0.171], [-0.143, 0.002, 0.053], [-0.467, -0.150, -0.316], [0.451, 0.230, 0.191], [-0.175, -0.156, -1.328], [0.572, 0.239, 2.678], [-0.812, 0.099, -0.001], [0.661, 0.117, -0.023], [-0.590, 0.458, 0.158], [1.127, -0.415, 0.169], [-1.398, 0.176, 0.701], [0.252, 0.209, -0.426], [0.679, -0.384, -0.292], [0.351, 1.369, 0.496], [1.032, -0.394, -0.802], [-0.982, 0.272, -0.521], [-0.254, -0.855, 0.938], [-0.422, -0.380, 0.014], [0.221, -0.135, -0.446], [0.116, 0.244, 0.785], [-0.363, -0.108, -0.181], [0.194, -0.034, -0.137], [-0.337, 0.090, -0.094], [0.183, -0.059, 0.214], [0.021, -0.466, -0.218], [0.392, 0.213, 0.113], [-0.345, 0.070, -0.206], [-0.077, 0.169, 0.218], [-0.073, 0.473, 0.203], [-0.047, 0.237, -0.219], [0.469, 0.278, -0.082], [-0.200, 0.118, 0.041], [0.270, -0.022, -0.195], [-0.153, -0.276, -0.099], [0.182, -0.218, 0.328], [-0.400, 0.139, -0.102], [0.084, -0.272, 0.045], [-0.078, -0.106, -0.149], [0.208, -0.275, 0.303], [0.166, -0.297, -0.539], [0.015, 0.047, 0.053], [-0.530, -0.035, -0.327], [0.416, -0.155, 0.069], [-0.211, 0.247, -0.694], [-0.113, -0.204, 0.230], [0.131, 0.167, -0.131], [0.140, 0.292, -0.465], [0.046, -0.324, -0.308], [0.066, -0.311, -0.075], [0.178, 0.266, 0.263], [0.155, 0.042, -0.291], [-0.107, 0.093, -0.164], [-0.092, 0.058, 0.370], [0.023, -0.190, -0.054], [0.098, 0.131, -0.165], [0.133, 0.150, 0.247], [-0.129, 0.031, -0.158], [-0.073, -0.106, 0.274], [-0.109, -0.069, -0.279], [-0.120, -0.274, 0.323], [0.142, -0.201, -0.273]]}

[2]
{"formula": "C20H17IrN6O5S2", "method": "the ωB97M-V functional and the def2-TZVPD basis", "total_energy_ha": -2376.88955, "multiplicity": 2, "e_above_lowest_ev": 0.492, "homo_lumo_gap_ev": [6.321, 4.543], "total_charge": 3, "elements": ["Ir", "N", "C", "N", "C", "C", "S", "C", "C", "S", "C", "N", "N", "H", "H", "H", "H", "H", "H", "O", "C", "O", "C", "C", "C", "C", "O", "C", "O", "C", "C", "H", "H", "H", "H", "H", "N", "C", "O", "C", "C", "C", "C", "N", "C", "H", "H", "H", "H", "H", "H"], "coordinates": [[-0.140711, 0.090169, -0.347050], [2.337721, 2.341022, -0.948976], [1.251040, 2.816316, -0.339592], [0.179538, 2.060938, -0.063316], [-0.802632, 2.804023, 0.617758], [-0.491647, 4.093760, 0.795936], [1.068830, 4.449765, 0.137050], [-1.925353, 2.008543, 1.041914], [-3.061465, 2.305961, 1.689251], [-3.966314, 0.872306, 2.021448], [-2.759735, -0.079563, 1.259488], [-1.754726, 0.646569, 0.770241], [-2.822792, -1.412253, 1.160577], [2.334799, 1.414481, -1.342538], [3.119276, 2.943147, -1.152653], [-1.058720, 4.869128, 1.284711], [-3.425961, 3.265182, 2.018783], [-3.624685, -1.913735, 1.508570], [-2.184875, -1.916003, 0.565841], [1.097028, -0.462245, -1.935400], [0.228934, -1.300362, -2.379845], [-0.777955, -1.526221, -1.646304], [0.401209, -1.981394, -3.689289], [1.340023, -1.445198, -4.631504], [1.548860, -1.997844, -5.867740], [0.787191, -3.134270, -6.142617], [0.776358, -3.867808, -7.226290], [-0.168201, -4.933524, -7.040371], [-0.712267, -4.734186, -5.721326], [-0.141310, -3.673918, -5.205079], [-0.357499, -3.098104, -3.949764], [1.894579, -0.563223, -4.341585], [2.245948, -1.594010, -6.587965], [0.355573, -5.888126, -7.068054], [-0.967858, -4.837689, -7.773630], [-1.075031, -3.506870, -3.252779], [5.068930, -2.012042, 0.227344], [4.536190, -2.181498, 1.457706], [5.140846, -2.638052, 2.394260], [3.089323, -1.757477, 1.680486], [2.580534, -1.977969, 2.956582], [1.279055, -1.605213, 3.241252], [0.516519, -1.017470, 2.256873], [1.004327, -0.807221, 1.016654], [2.273004, -1.172836, 0.734077], [6.027550, -2.297920, 0.097076], [4.562792, -1.677567, -0.568841], [3.229641, -2.434205, 3.693817], [0.848292, -1.755307, 4.221173], [-0.493659, -0.691126, 2.441292], [2.597741, -0.977534, -0.275864]], "forces_ev_per_a": [[-1.346, 1.094, -0.768], [0.058, 0.018, 0.053], [-0.095, -0.214, -0.210], [0.674, 0.039, 0.646], [0.220, 0.129, -0.044], [0.056, 0.083, 0.003], [-0.018, 0.026, 0.004], [-0.134, -0.071, 0.121], [0.007, 0.002, 0.067], [-0.010, -0.025, 0.007], [-0.074, -0.081, -0.300], [0.050, -0.454, 0.225], [-0.001, 0.014, 0.103], [-0.009, 0.033, -0.028], [0.000, -0.009, -0.014], [-0.038, -0.019, -0.006], [0.020, 0.017, -0.017], [-0.001, -0.006, -0.016], [-0.016, 0.022, -0.036], [-0.115, -0.271, -0.394], [0.250, -0.158, 0.195], [0.520, -0.236, 0.398], [-0.030, 0.026, 0.005], [0.041, -0.013, 0.018], [-0.038, -0.016, 0.039], [0.044, 0.016, -0.050], [-0.014, -0.017, 0.022], [0.023, 0.114, 0.110], [0.024, 0.009, -0.027], [-0.046, -0.026, 0.030], [-0.009, 0.030, -0.070], [0.005, 0.008, -0.020], [0.004, 0.003, 0.003], [-0.048, -0.027, -0.072], [0.017, -0.080, -0.032], [0.011, 0.013, 0.021], [-0.005, 0.015, -0.021], [0.013, -0.002, 0.012], [-0.007, 0.004, -0.001], [-0.005, -0.001, -0.015], [-0.005, 0.001, -0.019], [-0.008, -0.002, 0.021], [0.002, 0.067, -0.123], [0.070, -0.054, 0.166], [-0.055, 0.043, -0.016], [-0.002, -0.002, 0.003], [0.008, -0.013, -0.001], [-0.007, 0.000, 0.007], [0.006, 0.000, 0.002], [-0.003, -0.025, 0.027], [0.016, -0.001, -0.006]]}